Entry 1:
The following is a quantum chemistry calculation of 2 unconnected molecules or ions with the total composition C3H13N5 at a distorted geometry, from the OMol25 dataset.

Cartesian coordinates (Å):
1 H 1.050 0.267 -1.816
2 N 0.859 -0.694 -1.485
3 C 1.114 -0.702 -0.216
4 N 0.967 -1.865 0.481
5 C 1.963 0.474 0.451
6 N 2.340 1.423 -0.605
7 H 0.686 -1.744 1.448
8 H 0.352 -2.500 -0.019
9 H 1.365 0.980 1.216
10 H 2.847 0.049 0.936
11 H 2.846 2.202 -0.183
12 H 3.014 0.958 -1.216
13 C -2.279 0.734 -0.628
14 N -1.658 0.405 0.655
15 N -2.146 -0.843 1.188
16 H -1.882 1.689 -0.987
17 H -3.365 0.815 -0.528
18 H -2.071 -0.033 -1.381
19 H -0.658 0.640 0.642
20 H -2.267 -1.543 0.450
21 H -3.076 -0.714 1.596

Values from the calculation:
SMILES: [H]/N=C(/N)CN.CNN
Frontier orbital gap (eV): 9.7
Highest occupied orbital energy (eV): -8.77

Mulliken atomic charge list, values in e, 5 entries:
1 H 0.33
2 N -0.83
3 C 0.29
4 N -0.54
5 C -0.39

=====

Entry 2:
The following is a quantum chemistry calculation of 3 unconnected molecules or ions with the total composition C3H13NO2S at a distorted geometry, from the OMol25 dataset.

Cartesian coordinates (Å):
1 C 1.504 -0.177 -1.122
2 C 1.607 0.807 0.157
3 C 1.546 0.061 1.514
4 S 1.997 1.247 2.824
5 N 1.219 0.411 -2.296
6 H 2.492 -0.529 -1.166
7 H 0.775 -0.934 -0.920
8 H 0.788 1.554 0.159
9 H 2.478 1.475 -0.039
10 H 0.555 -0.308 1.769
11 H 2.187 -0.818 1.703
12 H 3.269 0.741 3.046
13 H 2.094 0.975 -2.630
14 H 0.977 -0.208 -3.035
15 H -5.235 -0.684 1.332
16 H -6.391 -1.679 1.585
17 O -5.901 -1.315 0.789
18 H -2.738 -0.094 -1.559
19 H -1.278 0.020 -0.796
20 O -1.945 -0.545 -1.313

Values from the calculation:
Charge: -1
Frontier orbital gap (spin up / spin down) (eV): 1.9 / 8.9
<S²>: 0.750
Highest occupied orbital energy (spin up / spin down) (eV): 0.98 / -6.05
Multiplicity: 2

Mulliken atomic charge list, values in e, 5 entries:
1 C -1.52
2 C -0.70
3 C -1.02
4 S -0.42
5 N -0.51

=====

Entry 3:
The following is a quantum chemistry calculation of 3 unconnected molecules or ions with the total composition C3H13NO2S at a distorted geometry, from the OMol25 dataset.

Cartesian coordinates (Å):
1 C 0.982 2.120 0.922
2 N 0.935 0.692 0.584
3 C -0.331 0.316 -0.079
4 C -0.222 -1.040 -0.675
5 S -1.773 -2.028 -1.023
6 H 0.920 2.701 0.011
7 H 0.085 2.310 1.543
8 H 1.856 2.381 1.508
9 H 0.929 0.183 1.461
10 H -0.489 1.071 -0.848
11 H -1.115 0.307 0.687
12 H 0.247 -1.775 -0.022
13 H 0.282 -1.066 -1.639
14 H -2.833 -1.272 -0.666
15 O -1.287 -4.070 3.040
16 H -1.980 -3.563 2.575
17 H -1.151 -4.794 2.431
18 O 1.755 2.803 -3.032
19 H 1.754 1.877 -2.838
20 H 1.437 2.847 -3.940

Values from the calculation:
SMILES: CNCCS.O.O
Frontier orbital gap (eV): 9.8
Highest occupied orbital energy (eV): -9.19

Mulliken atomic charge list, values in e, 5 entries:
1 C -0.80
2 N -0.43
3 C -0.46
4 C -0.52
5 S -0.29

=====

For the records above, the corresponding energy above the lowest of the compared OMol25 structures with the same formula, charge and spin values read 179.4 191.3 110.1 kJ/mol.
For the records above, the corresponding molecular weight values read 119.17 127.21 127.21 g mol⁻¹.
For the records above, the corresponding DFT total energy values read -10770.9027 -19739.6336 -19741.3012 eV.